Entry from the OMol25 dataset: a structure of composition C48H48BCeCl2N11O2P in a non-equilibrium geometry (ωB97M-V with the def2-TZVPD basis set).

The geometry in XYZ format:
```
114
Properties=species:S:1:pos:R:3:forces:R:3
H -0.108626 4.338079 1.175061 -0.3 -0.3 -0.1
C -1.382268 -4.098701 0.575958 -0.4 -0.4 -0.3
H 5.615757 -1.732641 -0.609414 -0.4 0.4 -0.3
H -1.928629 5.670375 -0.497026 0.1 0.0 0.1
C 2.940018 1.998837 2.960013 -0.6 -0.9 -0.7
C -0.798157 -0.890468 -3.246207 1.6 -0.1 -1.2
N 3.972129 -0.634119 -6.369462 0.1 -1.8 -0.5
H -3.732022 -4.504861 1.593707 0.6 0.0 0.5
C -1.445381 1.022020 -0.761538 -1.8 -0.7 -0.2
H -0.024186 -8.231781 3.706704 0.0 0.2 0.1
C 2.846235 2.956931 0.706414 -0.2 0.6 -4.1
H -1.645661 -5.174748 0.599583 -0.2 0.6 -0.2
C -3.446925 4.772126 1.723943 2.6 -0.4 0.1
C -4.608203 2.071705 -1.111058 -1.3 0.7 -0.4
C 0.387477 -7.236364 3.560720 0.8 0.3 -0.8
N -1.299025 4.881422 -0.462075 0.8 -2.1 -1.6
H -1.620224 5.879968 4.925600 -0.2 0.0 0.2
H 3.446957 -3.101706 -4.318523 -0.4 -0.3 0.0
H 1.361484 -0.807902 3.954876 -0.4 0.7 -0.4
O 2.490375 2.878252 -0.574375 0.5 0.2 3.3
C 1.021822 0.176711 2.051612 0.6 1.6 -0.1
H -5.370232 -5.471619 3.022989 0.6 0.7 0.8
C 2.384496 3.305379 -3.833191 0.7 -2.1 2.2
H 1.963383 -3.787004 2.834616 0.1 0.4 0.2
C 3.691256 1.975796 -5.009432 0.1 -0.9 -0.1
H 4.225235 4.117416 -4.886256 -0.9 -0.4 -0.1
H -3.940553 1.635780 1.367461 -0.7 -0.7 -0.1
C 4.346043 -1.706233 -7.121353 -0.4 1.5 0.1
C 0.474937 -1.647368 -4.910626 -1.1 0.2 0.1
C -3.511846 -4.402242 2.667091 -1.4 -1.0 0.2
H -4.241077 5.711199 4.893101 0.6 -0.1 -0.3
C -4.538126 -4.910086 3.512780 0.8 0.5 -0.1
H -4.432440 -0.349820 -2.386590 -0.3 0.0 -0.1
H 5.165445 -1.805740 -3.212141 -0.6 0.3 -0.1
C 1.555192 0.089219 3.339263 0.5 -0.8 1.1
N 3.533702 -1.173290 -5.182901 0.0 -0.1 -0.5
C -2.686780 0.797271 -0.736973 5.9 1.0 -0.3
C -0.417544 -6.196421 3.039806 2.8 -0.5 1.4
H -3.809358 -0.173582 1.374803 -0.2 0.5 -0.2
P -0.830306 -3.544302 2.213903 0.3 0.4 0.6
H -5.306314 5.138382 2.737455 0.5 -0.2 0.2
H 3.388804 -5.515008 3.753997 -1.1 -0.7 -0.4
H -0.815892 4.741123 -3.748664 -0.4 0.5 0.4
C 3.627081 -2.544163 -5.216768 0.5 0.9 -0.1
N 2.805608 1.164098 -4.361176 1.1 2.0 0.7
H -0.634189 -3.957028 -0.189864 0.5 0.0 0.0
H -1.378052 -3.183664 4.921109 0.7 0.2 0.7
C 4.471992 3.795374 2.325007 -0.2 0.4 0.1
C 4.768015 -1.261246 -1.114092 0.0 -0.9 -0.1
C -4.628305 -0.508064 -1.321851 0.8 0.6 -0.6
H -3.735085 4.445172 0.745167 -1.2 0.0 -0.1
H -2.213975 -3.437380 0.267480 0.1 -0.6 0.2
C -4.318056 0.692605 0.905202 -1.1 -0.6 1.0
C 4.160491 -2.912896 -6.429622 -0.8 -1.0 0.0
C -0.814672 4.439074 -1.655132 -0.3 1.6 0.6
C 2.469901 1.008225 3.841000 0.0 -0.4 0.0
H 2.878524 0.907322 4.873602 -0.4 0.1 -1.1
C 0.175891 -4.942237 2.901688 -1.1 0.4 -1.5
H -4.144794 2.921476 -0.570394 -0.2 -0.6 -0.2
H -1.317512 3.054646 0.731434 0.0 0.8 -0.3
C 4.087093 2.808031 3.224160 0.1 0.8 0.3
H -5.426575 0.509138 0.987400 1.0 0.6 0.6
H -3.062525 -4.076349 6.534578 -0.8 0.3 -1.1
C 3.660017 -0.648396 -0.513735 0.6 -0.7 -1.5
N 1.214771 -0.748822 -4.245420 -2.0 0.3 2.3
N 0.414671 -0.265366 -3.180162 -0.2 -0.5 -0.4
H 5.227588 4.507579 2.653263 0.0 -0.2 -0.4
Ce 0.915842 1.405993 -1.417568 -1.0 -0.8 -1.2
C 3.530835 3.306475 -4.618473 -0.2 0.0 -0.7
H -5.139154 -5.155988 5.612318 0.4 0.2 -0.6
H -1.526936 -0.648899 -2.484025 0.0 -0.1 -0.3
H -5.729900 2.160268 -0.993141 1.2 -0.2 -0.1
H 4.354198 1.553491 -5.766159 -0.2 0.1 0.5
C -4.393369 -4.742390 4.910380 -1.0 -0.7 -0.3
N 1.378560 1.184196 1.222726 0.3 -0.6 0.5
Cl 4.413812 4.945237 -0.098020 0.1 0.6 -0.2
H 4.681125 -1.560283 -8.164730 -0.1 0.0 1.0
C -0.829126 -1.764171 -4.359669 1.5 0.9 1.2
C 2.343735 2.039433 1.650612 -0.2 -0.9 1.7
B 2.726111 -0.381470 -4.152658 0.1 -0.1 -1.0
H 0.863334 -2.085468 -5.806638 0.2 -0.4 -0.1
O -0.036153 3.461799 -1.827322 -0.4 0.1 1.0
C 4.476679 -1.373099 -2.489653 0.4 1.0 1.6
C -4.213734 5.091843 2.831285 -0.2 0.8 0.5
C 2.316503 -5.762740 3.515289 1.8 -0.8 1.0
N 2.096622 1.970213 -3.501210 -1.0 1.5 -1.1
H -1.640704 -2.442226 -4.561045 0.2 0.0 -0.5
N -1.439124 5.250842 3.011169 -0.2 -1.6 -2.0
C -2.032659 4.765774 1.847952 -1.1 1.1 3.2
Cl 4.992701 2.638460 4.684048 -0.6 0.0 -0.7
H 2.416978 -7.802258 4.227599 -0.5 0.3 -0.5
H -4.086306 -1.437695 -1.104721 -0.2 0.3 0.5
C -2.188219 5.535180 4.072647 -0.6 0.2 -0.8
C -4.079121 0.744057 -0.581543 -1.0 -0.7 -0.2
C 3.848013 3.906712 1.078902 0.5 -0.7 0.9
C 1.780436 -7.034564 3.761716 -0.8 0.5 0.5
H 0.294818 -0.534254 1.714716 -0.3 -0.3 -0.3
H -2.276678 5.367784 -2.869200 0.2 0.0 -0.3
H -5.685681 -0.627540 -1.171761 -0.5 -0.1 0.1
C 1.527143 -4.736873 3.089434 -0.5 0.2 -0.3
N 3.300482 -0.761109 -2.753021 0.0 -0.1 3.3
C -2.257360 -3.666136 4.572330 -1.5 -0.6 -0.1
C -3.302663 -4.078998 5.441201 2.1 -0.1 0.0
H 1.851467 4.080960 -3.255346 0.6 -0.5 -0.6
N 2.763515 -0.347097 -1.442860 -0.4 0.6 -2.7
H -1.430240 -6.363753 2.833720 -1.3 -0.1 -0.2
C -2.327464 -3.887949 3.194120 -0.8 0.5 0.1
C -1.137199 4.153743 0.814659 0.8 0.7 0.3
C -3.587108 5.465794 4.045329 -0.7 -0.3 -0.9
H 4.188203 -3.956894 -6.797101 0.5 1.0 0.3
H 3.430655 -0.469479 0.522874 0.1 0.1 0.1
H -4.358581 2.193984 -2.171940 -0.2 0.0 0.1
H -0.769032 6.285201 -2.836064 0.2 0.1 0.2
C -1.184131 5.284779 -2.857682 -0.2 -1.1 -0.2
```
Positions in Å, forces in eV/Å.

Values from the calculation:
- lowest unoccupied orbital energy (spin up / spin down) (eV) = -7.180 / -8.567
- highest occupied orbital energy (spin up / spin down) (eV) = -11.8 / -11.8
- <S²> = 0.776
- strongest force on any atom (eV/Å) = 6.03
- charge = +2
- spin multiplicity = 2

***

Entry from the OMol25 dataset: a structure of composition C48H48BrCdN8O2S in a non-equilibrium geometry (ωB97M-V with the def2-TZVPD basis set).

The geometry in XYZ format:
```
109
Properties=species:S:1:pos:R:3:forces:R:3
C 0.594946 5.053336 2.287414 1.5 1.5 -0.9
H 1.306128 3.437358 -4.239598 -0.5 0.4 0.2
H 9.802122 -3.718459 -1.377140 -0.4 -0.1 0.6
C 5.883919 -2.898729 0.957443 -0.8 -0.1 -1.2
C 0.743680 2.731775 1.587871 1.5 1.3 0.1
Cd -1.204284 0.851739 -0.097515 0.1 0.1 -0.3
C 4.674036 -2.349944 0.897559 -1.9 0.8 -0.2
H -1.745144 4.450463 0.744473 1.0 0.1 0.0
H 0.117767 5.779173 2.957716 0.3 -0.1 -0.4
H 6.243958 -4.736111 -3.409177 0.0 0.5 0.7
H 2.939225 4.514098 -0.193593 -0.6 0.7 1.2
H 0.915097 0.896177 4.661838 0.0 0.2 -0.5
H 3.224977 1.409457 0.663607 0.6 -0.2 0.5
C -3.429991 -1.698924 1.876202 1.7 1.2 0.3
H 8.525715 -2.986442 0.655782 -0.3 -0.1 -0.1
Br 3.851261 -1.898744 2.568560 -0.1 0.0 0.1
C 6.707666 -4.287846 -2.512258 0.4 -0.5 -0.8
O 0.119343 0.276055 -3.793224 -0.4 0.2 -1.6
H 0.034084 -4.302428 2.137731 0.2 -0.4 0.6
H 0.171366 -1.922961 -0.609759 -0.2 0.2 -0.3
C -3.846956 -0.370548 2.466808 1.1 -0.7 -0.2
H -2.867923 6.627257 1.239648 0.6 0.5 0.2
H 4.894513 -4.127656 -1.468299 0.8 0.6 0.3
H -0.439634 3.649947 -4.574600 0.3 -0.1 0.3
C -1.428249 -2.787590 -5.004723 -1.8 0.1 0.0
C 3.857544 -1.947559 -0.306884 -1.2 0.0 -0.2
C -2.036183 -1.925068 1.736437 -0.6 0.2 -0.5
C 1.408891 0.913459 3.673244 1.9 0.7 1.2
H -0.614599 -0.859806 4.857711 0.5 -0.5 -0.9
C 2.182887 4.390404 0.629222 1.2 0.5 -1.1
C -0.159394 -1.823148 -2.741361 0.5 -0.7 1.3
H -2.276919 -2.258271 -1.709008 0.0 -0.5 0.0
C 5.979943 -3.882947 -1.427058 -1.3 -0.4 1.1
C -5.538539 4.709396 0.367440 0.7 0.4 0.1
H 8.690166 -4.454363 -3.386420 -0.4 0.0 0.9
H -3.523809 0.468346 1.855838 -0.1 0.2 -0.2
C -0.352363 -0.629399 2.716498 0.5 0.7 0.0
C 6.599136 -3.372711 -0.233731 -0.4 -0.5 -1.0
H 0.861483 -1.621732 4.184750 0.5 -0.2 0.1
C 1.865935 3.054632 0.758146 -2.2 -1.3 0.6
H 2.231907 0.177868 3.793701 -0.6 0.0 -0.4
H 3.244511 2.511157 -0.746937 -0.5 -1.0 0.5
C -3.498600 3.477901 0.171818 -0.4 -0.4 -1.0
S -4.641145 -1.978877 -2.305077 -0.2 0.4 -0.1
C -4.868362 3.526482 -0.045678 -0.4 2.5 1.7
C -1.124178 -1.453587 -4.898651 1.7 0.4 0.3
O 0.293431 0.016109 -1.334920 0.3 0.5 0.6
H -4.889070 -0.314175 2.671666 -0.9 0.0 0.1
H -6.175049 -0.129177 -2.266255 -0.1 0.4 0.3
C 0.470102 0.622654 2.581690 -0.1 0.4 0.2
C 1.607313 5.434591 1.373282 -0.6 -1.6 0.4
C -2.486125 -4.204892 1.124437 -1.1 0.6 0.1
H -2.049102 -5.170581 0.897941 -0.4 -0.1 -0.1
H 0.412747 4.943701 -3.803130 0.3 1.2 0.1
C -3.867276 -3.958437 1.192821 0.6 -2.1 -0.7
C 8.713901 -3.824007 -1.304835 0.6 0.9 -0.5
H 1.950922 1.185965 -0.484188 0.2 0.9 0.2
C -0.610191 -3.120674 -2.793480 -1.7 -1.6 0.0
H -1.707824 -4.636292 -4.001600 0.3 0.3 0.5
C -0.175108 -1.434948 3.990225 -0.9 1.6 -0.3
C -0.859451 3.535922 3.446682 0.6 0.8 1.4
H -1.473701 4.418613 3.572468 -0.1 0.4 -0.2
C 0.067496 3.309283 -2.565868 0.5 0.8 -1.9
C -0.375997 -0.984159 -3.786390 -0.5 0.8 -1.6
H -6.203738 2.129535 -0.870367 -0.4 -0.4 -0.2
H -0.563445 3.316985 4.505083 0.5 -0.1 -1.0
N -5.279448 2.314803 -0.554262 0.9 1.5 0.1
N -1.182841 -0.780622 1.772980 -0.3 -1.2 0.4
H -5.281963 6.765671 1.166410 -0.1 -0.7 -0.3
C -3.389284 5.768479 0.906292 -2.2 -0.4 0.2
N 1.907120 -1.657394 -1.547350 1.2 0.8 -1.3
C -2.791247 4.586778 0.636447 0.9 -1.1 -0.4
H -1.244357 -0.824077 -5.756284 -0.2 0.5 -0.2
C 0.508659 -1.322736 -1.481122 -0.4 -0.7 0.7
H -0.651108 -3.715828 -1.866801 0.6 0.1 -0.4
H -1.512342 2.797839 3.156461 -1.7 -2.0 -0.6
C 7.972925 -3.358096 -0.205696 1.3 -0.4 -0.4
H -0.727166 -2.319446 3.851785 -0.5 -1.3 0.2
H 0.016293 -4.288559 0.394989 0.1 0.6 0.5
N 2.535423 -1.870589 -0.379528 3.0 -0.4 0.8
C -0.121864 -3.652478 1.298852 0.5 1.0 -0.7
H 6.335398 -3.027491 1.915207 0.4 0.0 0.4
H -4.620939 -4.778059 0.948471 1.2 1.3 0.4
H -2.007715 -3.104803 -5.881453 0.5 -0.1 0.3
C -5.195534 -0.387180 -1.904453 -0.1 -1.3 -0.3
C -3.128929 -1.616953 -1.665413 0.5 1.4 0.7
N -3.007616 -0.403574 -1.149096 -0.6 -1.5 -0.4
N -3.048955 2.250897 -0.327154 -0.6 -0.7 0.0
H 1.964869 1.873079 3.555842 -0.8 -0.6 0.0
H -5.365114 -2.502833 1.653277 0.7 -0.2 0.0
C -1.320416 -3.617955 -3.897195 1.0 -0.3 -0.1
C -4.805794 5.825958 0.846463 -0.3 -0.9 -0.7
H 0.679869 -2.868221 1.332872 -0.8 -0.6 -0.2
C -4.139043 1.631234 -0.767113 0.0 -0.7 0.5
C -4.200052 0.258581 -1.258998 1.1 1.0 -0.2
C -4.277218 -2.704262 1.575185 -2.7 -0.1 0.1
C 8.098773 -4.216798 -2.473653 0.2 -0.2 -0.7
H 0.446207 0.524407 -2.909045 -0.3 -0.4 0.8
C 0.366392 3.890539 -3.861046 -0.2 -1.4 -0.8
N 0.204924 1.419162 1.625492 0.1 0.2 0.4
C 0.191606 3.747263 2.400453 -0.2 -0.7 0.3
H 1.968763 6.447035 1.295486 -0.1 0.1 -0.1
H 4.533806 -1.754573 -1.153467 -0.6 0.0 -0.1
H 2.338882 -1.060268 -2.300821 0.2 -1.0 1.1
H -3.290863 -0.308441 3.401582 -0.2 0.4 0.2
N -0.063591 2.782816 -1.575604 -0.8 -0.9 2.1
C 2.596994 1.963033 -0.007994 -0.2 0.9 -0.8
C -1.566204 -3.172595 1.370167 0.4 -1.1 -0.1
H -6.603072 4.717608 0.306807 -0.6 0.3 0.0
```
Positions in Å, forces in eV/Å.

Values from the calculation:
- lowest unoccupied orbital energy (eV) = -2.773
- highest occupied orbital energy (eV) = -9.6
- strongest force on any atom (eV/Å) = 3.17
- charge = +1